(1)
69
Properties=species:S:1:pos:R:3:forces:R:3 method="wB97M-V/def2-TZVPD" homo_ev="-15.10 / -15.23" e_lumo_ev="-5.449 / -9.915" multiplicity=5 orbital_gap_ev="9.646 / 5.311" charge=+2
Pd -0.15915 1.49155 0.39494 -0.145 0.347 -0.614
C 0.27797 5.15535 -1.98378 0.017 0.038 -0.026
C 1.31444 5.38609 -0.88194 0.126 -0.035 -0.045
C 1.16194 6.77618 -0.26722 -0.004 0.026 -0.004
C 1.21820 4.30218 0.16234 0.000 -0.116 0.020
C 2.19725 3.31748 0.28533 -0.188 0.066 -0.058
C 2.11495 2.32122 1.26529 -0.142 -0.085 0.246
C 1.05616 2.29605 2.20121 0.111 0.005 0.074
C 1.08255 1.39087 3.40127 -0.001 -0.073 0.028
C 0.01675 3.23811 2.01482 0.089 -0.066 0.248
C 0.11544 4.22796 1.02828 0.076 -0.172 -0.141
H 0.38196 5.90337 -2.76770 0.017 0.027 -0.014
H -0.73542 5.24902 -1.58783 -0.064 0.005 0.032
H 0.38868 4.17412 -2.44823 0.022 -0.064 -0.018
H 2.31329 5.31248 -1.32466 -0.083 0.005 0.011
H 0.14560 6.94592 0.08968 -0.041 0.006 0.035
H 1.37003 7.53654 -1.01665 0.001 0.032 -0.043
H 1.84846 6.92775 0.56343 0.039 0.005 0.037
H 3.04953 3.32459 -0.38103 0.038 0.032 -0.030
H 2.92353 1.60593 1.36797 -0.034 0.017 0.001
H 0.08655 1.02626 3.65980 0.053 0.050 -0.005
H 1.46150 1.94485 4.26211 0.010 -0.014 0.000
H 1.74373 0.53765 3.24064 -0.036 0.042 0.007
H -0.81364 3.26214 2.71322 0.056 -0.015 -0.029
H -0.68048 4.95690 0.95274 -0.034 0.065 -0.025
S -1.96248 2.49202 -1.05276 0.152 -0.097 0.106
C -3.24399 1.58321 -0.57238 0.259 0.253 -0.100
N -4.15047 0.93787 -0.24209 -0.357 -0.253 0.126
C -0.72915 -1.50388 -3.02671 -0.004 0.013 0.054
C -1.25100 -2.38097 -1.87438 -0.025 -0.030 -0.067
C -2.73458 -2.03805 -1.68725 -0.051 -0.064 -0.022
C -1.13177 -3.86453 -2.24188 0.032 -0.083 -0.012
P -0.31718 -2.02141 -0.30364 0.032 0.711 0.011
N -0.22031 -0.31139 -0.23643 0.065 -0.520 0.235
C -1.26505 -2.46159 1.24208 -0.021 -0.105 0.068
C -0.39378 -2.27749 2.49048 0.077 0.038 -0.036
C -2.47901 -1.53845 1.41320 0.007 0.280 0.031
C -1.72731 -3.92332 1.16226 -0.045 -0.057 -0.015
C 1.47684 -2.55716 -0.31847 0.077 -0.075 -0.002
C 1.57984 -4.06883 -0.07762 -0.031 -0.050 0.038
C 2.11314 -2.22371 -1.67345 -0.057 0.035 -0.052
C 2.29022 -1.80813 0.75029 -0.081 0.109 0.010
H -1.41693 -1.63765 -3.86039 -0.027 -0.014 -0.059
H 0.25816 -1.78164 -3.37519 0.015 0.011 0.001
H -0.72844 -0.44271 -2.77402 -0.001 0.013 0.024
H -3.22177 -2.20708 -2.64678 -0.017 -0.013 -0.051
H -2.88938 -0.99370 -1.42401 -0.007 0.017 0.013
H -3.23656 -2.66882 -0.95590 0.041 0.001 -0.149
H -1.76602 -4.03181 -3.11310 -0.006 -0.017 -0.033
H -1.48504 -4.52821 -1.45199 0.050 0.032 -0.078
H -0.12020 -4.15108 -2.51996 0.028 0.011 -0.025
H 0.01809 -1.26916 2.56714 0.016 -0.024 -0.034
H 0.41039 -3.00355 2.56145 0.044 -0.054 -0.016
H -1.04246 -2.43062 3.35309 -0.007 -0.009 0.029
H -2.17748 -0.49214 1.55583 -0.060 -0.193 -0.037
H -2.98863 -1.85518 2.32385 -0.008 0.007 0.030
H -3.19916 -1.58881 0.60515 0.042 0.069 0.170
H -0.90522 -4.62096 1.00956 -0.015 -0.011 -0.010
H -2.47869 -4.08870 0.39149 0.025 0.014 0.058
H -2.18656 -4.16918 2.12083 -0.019 -0.011 0.011
H 1.02721 -4.65568 -0.80972 0.017 0.008 0.046
H 1.26186 -4.35850 0.92167 -0.012 0.010 0.036
H 2.63221 -4.34064 -0.17251 0.022 -0.005 0.006
H 1.70797 -2.81265 -2.48961 -0.026 -0.054 -0.033
H 3.17172 -2.47080 -1.59583 0.023 -0.012 -0.007
H 2.04141 -1.16445 -1.91964 -0.027 0.042 -0.028
H 2.09053 -2.14922 1.75815 -0.040 0.004 0.082
H 2.14767 -0.72619 0.70177 -0.004 -0.034 -0.019
H 3.34156 -2.00559 0.54340 0.038 -0.023 0.014

---

(2)
81
Properties=species:S:1:pos:R:3:forces:R:3 method="wB97M-V/def2-TZVPD" homo_ev=-14.73 e_lumo_ev=-8.290 multiplicity=1 orbital_gap_ev=6.440 charge=+3
Hf -0.45949 0.55848 -0.53251 0.924 0.197 -0.357
C 3.36022 -2.05460 -2.97274 -0.166 -0.253 -0.833
C 3.29096 -3.48829 -2.39103 -0.295 0.803 0.158
S 2.69653 -3.49327 -0.67972 -0.427 0.022 -0.059
C 1.30025 -4.66264 -0.59856 -0.001 -0.364 -0.359
C 0.23739 -4.69635 -1.69467 0.251 0.253 -0.012
S -0.66996 -3.12521 -1.90472 0.265 -0.069 -0.183
C -0.51188 -2.85854 -3.69880 -0.176 -0.168 0.079
C 0.83820 -2.41782 -4.26261 -0.100 0.122 1.024
S 1.74957 -1.18766 -3.27674 0.296 -0.381 0.273
H 3.88830 -1.37043 -2.30295 0.034 -0.205 -0.062
H 3.89714 -2.06351 -3.95424 -0.344 -0.033 0.827
H 2.69768 -4.16186 -2.98983 -0.268 -0.062 -0.237
H 4.27940 -3.91044 -2.39421 0.562 -0.063 -0.039
H 1.68660 -5.67630 -0.47443 -0.009 0.038 -0.017
H 0.81284 -4.39395 0.32562 -0.076 0.087 0.529
H 0.70803 -4.94823 -2.63671 -0.007 0.028 -0.319
H -0.49175 -5.49008 -1.50192 0.179 0.134 0.147
H -0.79641 -3.80812 -4.17486 -0.045 0.369 0.019
H -1.25462 -2.10410 -3.95199 -0.109 -0.235 0.076
H 1.48979 -3.25921 -4.37045 0.446 -0.467 -0.111
H 0.66523 -2.01849 -5.23319 -0.061 0.357 -0.859
C -1.97745 6.10198 -0.93900 -0.544 -0.354 -0.324
N -2.27218 4.66038 -1.09739 0.373 -0.377 0.424
C -3.26196 4.21175 -2.08256 -0.027 0.040 -0.168
C -1.49409 3.73738 -0.51088 -0.334 0.360 -0.713
N -1.60356 2.43928 -0.69115 -0.856 0.061 -1.137
N -0.50819 4.22300 0.30484 0.107 -0.159 0.147
C 0.54116 3.49846 0.79143 -0.140 -0.787 0.181
N 1.42574 4.19339 1.50363 -0.357 0.616 -0.165
N 0.60996 2.19188 0.61596 0.110 0.459 0.171
H -2.68305 6.64057 -1.57269 0.234 0.027 0.136
H -0.96175 6.33161 -1.26141 -0.018 0.071 -0.052
H -2.15684 6.40974 0.08903 0.026 0.134 0.087
H -3.88025 5.05637 -2.39358 0.141 -0.165 0.151
H -3.92511 3.43970 -1.66526 0.167 0.260 -0.117
H -2.73520 3.82954 -2.96560 -0.236 -0.049 0.045
H -2.34652 2.23060 -1.38127 0.507 0.214 0.533
H -0.49168 5.21320 0.45133 0.062 0.283 0.043
H 1.37203 5.20271 1.61683 0.067 -0.435 -0.056
H 2.24353 3.73992 1.83874 0.589 -0.195 0.253
H 1.43833 1.79329 1.05262 -0.042 0.209 -0.036
C 0.90549 -1.88642 4.96419 -0.635 0.405 0.152
N -0.00463 -1.37153 3.88221 -0.023 -0.399 -0.133
C -0.07061 0.10577 3.83299 0.358 0.292 0.523
C 0.25920 -1.98501 2.49045 0.018 0.316 0.125
C 1.41670 -1.35202 1.75626 -0.977 0.101 -0.503
C 2.70553 -1.64852 2.15406 0.115 -0.520 0.800
C 3.81128 -1.13481 1.51990 -1.049 0.720 -1.172
C 3.60284 -0.37828 0.37214 0.273 0.356 -0.109
C 2.30548 -0.08492 -0.03172 -0.210 -0.368 0.436
C 1.14901 -0.52569 0.63966 0.523 -0.347 0.319
H 0.53769 -1.56929 5.93530 -0.161 0.179 -0.009
H 1.89981 -1.50838 4.83536 0.417 0.193 -0.273
H 0.88466 -2.95478 4.93867 0.100 -0.655 -0.116
H -0.94827 -1.70065 4.09563 0.130 -0.011 0.249
H 0.92174 0.51668 3.66700 0.045 -0.163 -0.115
H -0.44299 0.50164 4.77334 -0.043 -0.186 0.176
H -0.73316 0.40510 3.04464 -0.246 0.050 -0.482
H -0.67796 -1.82328 1.95296 0.233 -0.053 0.014
H 0.38351 -3.05563 2.65862 0.089 0.059 0.045
H 2.86191 -2.33426 2.98485 -0.001 0.088 -0.092
H 4.78024 -1.32914 1.85749 1.316 -0.402 0.466
H 4.43389 0.01287 -0.22505 -0.188 -0.201 0.375
H 2.20238 0.52634 -0.91542 0.084 0.267 -0.411
C -2.88232 1.99321 1.83061 -0.513 0.312 0.422
C -3.03971 0.58869 1.38556 0.579 -0.483 -0.495
N -2.13745 -0.17168 0.72631 -0.379 0.903 0.335
C -2.74348 -1.38877 0.46946 0.109 -0.615 -0.266
C -3.98927 -1.38406 0.98005 -0.342 0.553 0.166
N -4.14252 -0.12860 1.56176 -0.280 -0.267 -0.102
H -1.83732 2.23531 1.98927 0.113 -0.025 0.135
H -3.43868 2.13540 2.77077 0.222 0.086 -0.314
H -3.25777 2.70301 1.07666 -0.097 -0.361 0.404
H -2.24836 -2.16859 -0.10661 -0.163 0.243 0.165
H -4.80444 -2.08229 0.92545 0.064 -0.146 0.112
H -4.97580 0.23191 2.00378 -0.080 -0.157 0.025
Cl 0.26632 1.75549 -4.82101 -0.036 0.003 -0.029
Si 0.68224 1.90689 -2.86206 0.089 0.049 -0.102
Cl 1.38563 3.83837 -2.65170 0.001 -0.050 0.071
Cl -1.76778 -0.00425 -2.49419 -0.160 -0.086 0.123

---

(3)
81
Properties=species:S:1:pos:R:3:forces:R:3 method="wB97M-V/def2-TZVPD" homo_ev=-12.02 e_lumo_ev=-4.143 multiplicity=1 orbital_gap_ev=7.876 charge=+1
C 5.84234 2.86717 0.63793 -0.167 -0.060 0.064
C 6.54963 1.51932 0.66476 0.165 0.279 -0.142
C 6.37455 0.76515 -0.64489 0.055 0.123 0.289
C 4.92636 0.31632 -0.89892 0.608 -0.195 0.228
C 4.79594 -1.19346 -1.12891 0.210 0.303 -0.437
C 3.72656 -1.59746 -2.14391 -0.011 0.062 0.784
C 2.41924 -0.80366 -2.03755 -0.413 -0.125 -0.517
C 1.18951 -1.70207 -1.92757 0.493 -0.036 0.238
C 1.11502 -2.31316 -0.52897 -0.104 -0.063 -0.613
N -0.26202 -2.61986 -0.08498 0.380 -0.425 0.832
C -0.22800 -3.58159 1.04932 -0.538 -0.005 0.191
C 0.38876 -3.02482 2.34016 0.648 0.388 -0.462
S 2.12950 -3.52402 2.63749 0.045 -0.225 0.262
C 0.22670 -1.49153 2.53810 0.051 -0.045 -0.078
N -0.44402 -0.71907 1.45211 0.409 -0.646 -0.588
C 0.25031 0.52841 1.07006 -0.417 0.504 0.226
C -0.25803 1.20413 -0.19180 -0.821 1.879 0.155
O -0.67967 2.35047 -0.14781 0.647 -1.660 -0.096
C -0.92291 -1.50721 0.43605 0.122 0.210 -0.098
N -2.10889 -1.28587 -0.02205 -0.273 0.419 -0.534
C -3.02996 -0.26395 0.46290 -0.470 -0.197 0.302
C -4.14529 -0.01658 -0.54116 -1.641 -1.269 -0.206
O -5.15368 -0.71513 -0.56444 2.159 1.622 -0.054
O -3.91052 1.03193 -1.37763 -0.362 -0.290 0.615
C -4.84636 2.10455 -1.14559 -0.260 1.455 1.258
C -5.81344 2.27928 -2.25783 0.220 -0.271 0.402
O -4.76717 2.74182 -0.12664 0.125 -1.314 -1.492
H 4.92028 2.81516 0.06941 -0.283 -0.016 -0.108
H 6.45412 3.62644 0.16857 0.185 0.166 -0.148
H 5.58094 3.21932 1.62722 0.038 0.117 0.278
H 6.22189 0.92342 1.50988 -0.234 -0.248 0.139
H 7.60682 1.69508 0.82414 0.308 -0.024 0.116
H 7.05244 -0.08064 -0.66402 0.093 -0.278 0.010
H 6.70865 1.43080 -1.43316 0.052 0.085 -0.331
H 4.36486 0.57736 -0.00760 -0.408 0.221 0.066
H 4.53794 0.88830 -1.73247 -0.315 0.014 -0.212
H 4.66353 -1.69363 -0.17478 -0.186 -0.134 0.253
H 5.74724 -1.54804 -1.50606 0.236 -0.228 -0.085
H 4.13860 -1.49156 -3.13624 0.055 0.052 -0.350
H 3.51940 -2.65556 -2.00558 -0.023 -0.269 -0.118
H 2.31189 -0.20234 -2.93175 -0.046 0.280 -0.164
H 2.43172 -0.10920 -1.20343 0.102 0.166 0.226
H 1.32026 -2.50723 -2.63891 -0.239 -0.235 -0.276
H 0.27627 -1.19501 -2.21654 -0.290 0.253 0.121
H 1.67524 -1.71036 0.18075 -0.043 0.267 0.327
H 1.62611 -3.26365 -0.56828 0.082 -0.344 0.121
H 0.27084 -4.48687 0.74577 0.242 -0.208 -0.258
H -1.25529 -3.86599 1.25506 -0.283 -0.024 0.007
H -0.13107 -3.50715 3.15178 -0.105 -0.173 0.309
H 2.61231 -3.60166 1.39093 -0.225 0.126 -0.077
H 1.19292 -1.04283 2.70632 0.366 0.036 -0.012
H -0.34332 -1.33201 3.44368 -0.267 0.192 0.165
H 1.32455 0.38317 0.96449 0.227 -0.340 -0.128
H 0.11653 1.24773 1.86525 -0.082 0.209 0.253
H -0.24273 0.69003 -1.16248 0.172 -0.260 0.013
H -2.41887 -1.89821 -0.76631 0.051 -0.106 -0.156
H -2.54086 0.66077 0.72210 0.259 0.174 -0.181
H -3.50605 -0.63908 1.36128 -0.130 -0.155 0.238
H -6.28632 1.32086 -2.42855 -0.074 -0.253 -0.238
H -6.56000 2.99924 -1.97142 -0.116 0.360 0.011
H -5.27590 2.58308 -3.14519 0.055 0.046 -0.330
C -6.18378 -3.60119 1.14852 0.024 0.080 -0.012
Cl -5.72084 -3.76597 2.84692 0.032 0.058 0.003
Cl -5.95109 -5.10744 0.25341 0.004 0.005 -0.039
H -7.22690 -3.31587 1.09411 -0.046 -0.097 0.046
H -5.56425 -2.83837 0.69575 -0.006 0.019 -0.023
C -1.55705 5.09252 1.34641 -0.117 0.079 0.074
Cl -1.71165 5.50009 3.06033 -0.020 -0.032 -0.005
Cl -0.51145 6.23176 0.48983 0.021 -0.030 -0.087
H -1.12843 4.10689 1.26122 0.097 -0.042 0.002
H -2.54081 5.11800 0.89314 -0.019 0.082 0.015
C -0.10118 9.82954 1.70355 -0.009 -0.018 -0.005
Cl -0.25093 10.22945 3.41830 -0.031 -0.040 0.009
Cl 0.94117 10.97150 0.84694 -0.006 -0.023 -0.044
H 0.32606 8.83918 1.61672 0.062 -0.001 0.046
H -1.08627 9.85605 1.25466 -0.022 0.072 0.012
C -4.72405 -7.25380 -2.26544 -0.091 0.014 -0.032
Cl -3.00239 -7.57782 -2.01146 0.037 0.049 0.056
Cl -5.37271 -8.15458 -3.63550 -0.011 0.021 0.018
H -5.26442 -7.54334 -1.37236 0.033 -0.094 0.008
H -4.84847 -6.19537 -2.45716 0.032 0.011 -0.049